1.
Here is a cluster of 6 separate species, C28H38F17NO7S5 in total from the OMol25 dataset. Energies are from ωB97M-V with the def2-TZVPD basis set.

```
96
Properties=species:S:1:pos:R:3
O -2.85456 -2.76231 2.90564
C -2.18083 -2.63991 1.92492
N -1.06992 -3.50571 1.63018
C -0.70429 -3.25844 0.27405
O 0.05835 -3.94280 -0.34490
C -1.40905 -2.03638 -0.17105
C -1.24555 -1.29084 -1.31321
C -1.98401 -0.12478 -1.44552
C -1.76470 0.80249 -2.61268
C -0.43257 1.55461 -2.47595
C 0.77025 0.92820 -3.17791
F 0.43995 -0.26838 -3.72375
F 1.13517 1.71633 -4.22595
C 2.05892 0.63256 -2.31694
F 2.68736 -0.42713 -2.86432
F 1.69976 0.28452 -1.06902
C 3.16447 1.73424 -2.25350
F 3.53686 1.98620 -3.51579
F 4.23496 1.24661 -1.60458
C 2.80629 3.09377 -1.58088
F 1.59103 3.48911 -1.99969
F 3.69616 3.98635 -2.03958
C 2.88693 3.14984 0.00192
F 3.10137 1.94399 0.53215
F 3.91849 3.94159 0.34038
C 1.63138 3.71448 0.72163
F 0.57111 2.96284 0.42367
F 1.87081 3.56084 2.04173
C 1.28717 5.21827 0.46279
F -0.03182 5.23222 0.19282
F 1.94771 5.69536 -0.60116
C 1.52019 6.18890 1.65098
F 1.28113 7.42457 1.20490
F 0.67767 5.92768 2.63885
F 2.76910 6.12890 2.08728
C -2.89439 0.23619 -0.45571
C -3.07218 -0.53324 0.68203
C -2.29291 -1.65685 0.81198
H -0.29234 -3.27788 2.25207
H -0.53684 -1.59589 -2.06592
H -1.86091 0.30505 -3.57006
H -2.53708 1.56382 -2.58015
H -0.55943 2.53250 -2.92322
H -0.24544 1.71657 -1.42615
H -3.45853 1.14798 -0.57799
H -3.76420 -0.26508 1.46396
C -5.41342 4.49495 -0.28012
S -3.99054 4.23462 -1.34573
O -3.39842 2.92689 -0.95415
C -2.95604 5.49645 -0.59613
H -6.16710 3.75946 -0.55227
H -5.11670 4.35574 0.75924
H -5.80537 5.49931 -0.43921
H -2.82962 5.26720 0.46190
H -3.40464 6.48139 -0.72576
H -1.99368 5.46621 -1.09828
C 4.27903 -2.66480 2.32218
S 2.84795 -1.90961 1.55329
O 1.64680 -2.41882 2.29182
C 2.91850 -2.83739 0.02173
H 4.40107 -2.23273 3.31366
H 4.07929 -3.73767 2.40088
H 5.16234 -2.45427 1.71931
H 2.89148 -3.90529 0.23690
H 3.81415 -2.57684 -0.54240
H 2.03488 -2.55321 -0.54502
C -2.01351 3.64484 -7.77825
S -1.06772 2.54460 -6.71743
O -1.69879 2.58215 -5.37105
C 0.38724 3.59941 -6.65189
H -2.99290 3.19681 -7.93102
H -2.12070 4.61343 -7.29036
H -1.50276 3.74782 -8.73525
H 0.10687 4.57210 -6.24703
H 0.79715 3.70401 -7.65640
H 1.11889 3.12478 -6.00665
C 1.09681 -6.27933 1.89398
S 2.26561 -6.19909 3.24565
O 3.56336 -5.72952 2.67132
C 2.42998 -7.97075 3.48072
H 0.89618 -5.26397 1.56590
H 1.52869 -6.85705 1.07654
H 0.17188 -6.73622 2.24711
H 2.77159 -8.42876 2.55281
H 1.46663 -8.38080 3.78335
H 3.16291 -8.13437 4.26765
C -3.28101 -4.60447 6.37478
S -1.88541 -5.32332 5.50320
O -1.94610 -6.79286 5.72677
C -0.62251 -4.68486 6.61252
H -4.18543 -4.92238 5.86148
H -3.28895 -4.96391 7.40379
H -3.20447 -3.51807 6.34128
H -0.81324 -5.04223 7.62451
H -0.63018 -3.59545 6.57899
H 0.33886 -5.05507 6.26281
```

Results
Total charge: 0
Orbital gap, Ha: 0.321
2S+1: 1
Strongest force on any atom, eV/Å: 0.9
E_LUMO, eV: 0.279
Energy, eV: -145846.0385
E_HOMO, eV: -8.460

Partial charges, Mulliken, in e: O -0.602; C -0.155; N 0.064; C -0.138; O -0.594; C 0.502; C -0.228; C 0.439; C -1.100; C -0.797; C 0.701; F -0.331; F -0.125; C 0.745; F -0.375; F -0.072; C 0.071; F -0.299; F -0.283; C 0.872; F -0.286; F -0.343; C 0.622; F -0.283; F -0.297; C 0.382; F -0.143; F -0.367; C 0.643; F -0.204; F -0.309; C 0.583; F -0.254; F -0.237; F -0.218; C -0.498; C -1.357; C 0.334; H 0.266; H 0.736; H 0.615; H 0.278; H 0.663; H 0.313; H 0.780; H 0.521; C -1.096; S 0.369; O -0.540; C -0.913; H 0.352; H 0.312; H 0.416; H 0.298; H 0.516; H 0.176; C -0.745; S 0.443; O -0.643; C -0.674; H 0.352; H 0.126; H 0.366; H 0.358; H 0.519; H -0.145; C -1.063; S 0.446; O -0.513; C -0.822; H 0.342; H 0.309; H 0.412; H 0.287; H 0.442; H 0.127; C -0.435; S 0.679; O -0.808; C -1.061; H -0.361; H 0.448; H 0.450; H 0.315; H 0.387; H 0.346; C -1.072; S 0.717; O -0.694; C -0.932; H 0.311; H 0.376; H 0.337; H 0.364; H 0.337; H 0.248

=====

2.
Here is a structure of composition C28H38F24N8O18S8 from the OMol25 dataset. Energies are from ωB97M-V with the def2-TZVPD basis set.

```
124
Properties=species:S:1:pos:R:3
C -1.03991 -0.94460 -2.10406
C -0.26926 -0.04930 -1.20189
C 0.01227 1.37436 -1.74902
O -1.11110 2.07658 -2.22825
C -1.00700 3.35585 -2.76186
N -1.01487 0.05122 0.17177
H -1.04357 -0.83510 0.65521
H -0.52889 0.62013 0.85021
H -1.92338 0.47319 0.30082
H -1.29236 -1.88932 -1.62253
H -0.41099 -1.23680 -2.94500
H -1.81828 -0.41798 -2.65624
H 0.66207 -0.56217 -0.96171
H 0.51198 1.16065 -2.69386
H 0.51523 2.10705 -1.11791
H -2.01293 3.73480 -2.94243
H -0.38879 3.20849 -3.64741
H -0.64082 4.03122 -1.98863
C -2.51610 -3.47943 -4.14166
C -1.65568 -4.75852 -4.00302
C -2.42675 -6.12690 -3.91361
O -3.53378 -5.97895 -3.04264
C -4.31408 -7.22708 -2.74714
N -0.66063 -4.87612 -5.13002
H -0.50574 -5.85892 -5.30386
H -1.06818 -4.51218 -5.97946
H 0.23740 -4.45283 -4.94436
H -2.12101 -2.46954 -4.03159
H -3.31343 -3.65084 -3.41848
H -2.94963 -3.49695 -5.14158
H -0.97703 -4.55814 -3.17394
H -1.77090 -6.79399 -3.35418
H -2.63145 -6.55948 -4.89293
H -3.63438 -7.72186 -2.05338
H -4.52000 -7.83608 -3.62737
H -5.25600 -7.08765 -2.21664
C 3.23732 2.07898 13.21993
N 2.79164 1.62636 11.87302
C 1.56789 0.99423 11.93074
C 0.99608 0.65343 10.69847
C 1.64210 0.82697 9.49894
C 2.90147 1.42896 9.54278
C 3.43502 1.82391 10.71659
C 0.93114 0.75495 8.17264
C 1.15627 -0.35918 7.39632
C 0.52262 -0.41851 6.14988
N -0.20228 0.66392 5.66727
C -0.41731 1.75452 6.41727
C 0.16022 1.79227 7.71599
C -0.96670 0.50262 4.36825
H 3.72935 1.27506 13.76739
H 2.56627 2.82611 13.64371
H 4.03620 2.80650 13.07633
H 0.99856 0.90995 12.84462
H -0.00636 0.25159 10.69473
H 3.51121 1.56689 8.66210
H 4.33652 2.36815 10.95638
H 1.60909 -1.23732 7.83247
H 0.38870 -1.26448 5.49202
H -1.03027 2.54487 6.00979
H 0.03014 2.68651 8.30742
H -0.37418 0.11514 3.53947
H -1.40040 1.43752 4.01333
H -1.86284 -0.10603 4.48898
C 0.87128 4.67908 -6.22029
F 1.12894 3.39003 -5.98892
F -0.39672 5.07004 -5.90185
F 1.69634 5.34502 -5.42332
S 1.04853 5.07222 -8.20632
O 2.20601 4.27022 -8.61192
O -0.13600 4.53865 -8.78886
N 1.17621 6.78602 -8.31934
S 1.61744 6.99495 -9.75548
O 3.01617 7.36808 -9.75655
O 1.33673 5.95279 -10.76551
C 0.60069 8.54997 -10.38259
F 0.71994 9.48684 -9.39111
F 1.11656 9.01820 -11.54520
F -0.69429 8.24196 -10.53347
C 1.13550 -0.79280 -5.68944
F 1.54805 -0.53173 -4.44213
F -0.17471 -1.04177 -5.64298
F 1.39235 0.18797 -6.55158
S 2.10318 -2.46752 -6.17183
O 1.49755 -2.93160 -7.46477
O 3.52929 -2.10008 -6.24839
N 1.58202 -3.43385 -4.84377
S 2.93498 -3.57157 -4.07790
O 3.80918 -4.52560 -4.74590
O 3.50550 -2.30603 -3.62189
C 2.28960 -4.45034 -2.51041
F 1.14287 -3.80646 -2.07505
F 1.90303 -5.72983 -2.73725
F 3.29187 -4.35371 -1.59146
C -4.06256 -1.94751 0.42662
F -3.50997 -1.25535 -0.55316
F -4.28570 -1.11983 1.43922
F -5.29508 -2.39859 0.06872
S -2.95169 -3.29338 1.13114
O -3.55995 -3.74021 2.35870
O -2.86132 -4.25684 0.02414
N -1.41363 -2.35948 1.42889
S -0.73738 -3.22183 2.53984
O -1.05846 -2.61065 3.83574
O -0.87850 -4.71178 2.46168
C 1.14267 -3.02716 2.30732
F 1.42660 -2.84593 0.95332
F 1.55876 -2.04116 3.10290
F 1.83758 -4.08761 2.74776
C -2.70326 2.99857 1.32989
F -3.00994 1.99824 2.24456
F -2.77107 2.58338 0.03541
F -3.56986 3.91914 1.54625
S -0.93869 3.72253 1.64638
O -0.78177 4.71519 0.60921
O -1.05481 4.21824 3.02392
N -0.02644 2.24321 1.58264
S 1.18165 2.76821 2.30935
O 1.69610 4.02288 1.81504
O 0.96246 2.64183 3.77353
C 2.51551 1.49573 1.77306
F 2.29380 0.88135 0.60424
F 3.70986 2.10948 1.82850
F 2.47719 0.57379 2.67280
```

Results
Total charge: 0
Orbital gap, Ha: 0.082
2S+1: 1
Strongest force on any atom, eV/Å: 6.0
E_LUMO, eV: -4.618
Energy, eV: -230312.3281
E_HOMO, eV: -6.840

Atomic partial charges in e from the Mulliken method, atoms 1 to 99: C -1.137; C 0.553; C -1.131; O -0.312; C -0.746; N 1.620; H -0.335; H -0.296; H 0.465; H 0.358; H 0.009; H 0.535; H 0.243; H 0.590; H 0.684; H 0.246; H 0.281; H 0.284; C -1.538; C 1.117; C -0.990; O -0.244; C -0.863; N 0.136; H 0.453; H 0.446; H 0.120; H 0.131; H 0.372; H 0.596; H -0.170; H 0.472; H 0.410; H 0.346; H 0.322; H 0.259; C -1.038; N -0.024; C -0.357; C -0.479; C -0.027; C -0.589; C -0.192; C 1.057; C -0.455; C -0.528; N 0.298; C -0.066; C -0.624; C -0.915; H 0.360; H 0.425; H 0.356; H 0.442; H 0.489; H 0.510; H 0.434; H 0.508; H 0.596; H 0.512; H 0.457; H 0.102; H 0.148; H 0.524; C 0.628; F -0.176; F -0.241; F -0.245; S 0.997; O -0.623; O -0.602; N -0.384; S 1.064; O -0.674; O -0.642; C 0.592; F -0.240; F -0.207; F -0.219; C 0.666; F -0.214; F -0.224; F -0.183; S 0.933; O -0.712; O -0.512; N -0.746; S 0.847; O -0.673; O -0.529; C 0.475; F -0.067; F -0.241; F -0.189; C 0.504; F -0.177; F -0.256; F -0.218; S 0.873

=====

3.
Here is a structure of composition C28H38F6N7O2RuSb from the OMol25 dataset. Energies are from ωB97M-V with the def2-TZVPD basis set.

```
83
Properties=species:S:1:pos:R:3
Ru 0.48389 0.12803 0.48275
C 4.34744 -0.24611 2.56417
C 3.24629 -0.07891 1.58225
N 1.95878 0.07981 1.94459
O 1.74585 0.13682 3.34780
C 3.42077 -0.17620 0.16152
C 4.73227 -0.40827 -0.48756
N 2.20588 -0.16180 -0.49394
O 2.14779 -0.34708 -1.74180
H 4.11320 0.41769 3.38052
H 5.26536 0.05661 2.09485
H 4.53261 -1.30922 2.81706
H 0.76382 0.19624 3.40060
H 5.35141 0.54341 -0.44717
H 4.51716 -0.65983 -1.52776
H 5.36324 -1.15624 0.09325
C -4.21504 1.47448 -4.50508
C -4.94462 1.57283 -3.19592
C -6.33204 1.69852 -3.23033
C -7.03104 1.88815 -2.02813
C -6.35400 1.95313 -0.81037
C -4.96036 1.84906 -0.77920
C -4.25223 1.54866 -1.95319
N -2.84853 1.35991 -1.97997
C -2.00234 0.85683 -1.00450
N -2.63014 0.15514 -0.00018
C -2.22039 0.26119 1.35499
C -0.96837 0.74069 1.66672
C -0.87387 1.51684 2.82892
C -1.88237 1.49120 3.82512
C -3.13811 0.97118 3.53271
C -3.29842 0.38423 2.28320
C -4.68613 -0.10566 1.92400
N -0.65789 0.90932 -1.06058
C -0.02673 1.71103 -2.14947
C -0.30844 1.39348 -3.47561
C 0.51330 1.95043 -4.44246
C 1.44335 2.90957 -4.19784
C 1.52163 3.44934 -2.90560
C 0.81624 2.84609 -1.82916
C 0.59942 3.64239 -0.58860
H -3.60545 0.54346 -4.60069
H -3.55846 2.32281 -4.71739
H -5.04051 1.52500 -5.22638
H -6.83788 1.53455 -4.18539
H -8.11863 1.94429 -2.05103
H -6.90136 2.00875 0.14790
H -4.37267 1.85177 0.19897
H -2.30407 1.90537 -2.63766
H -3.60498 -0.16366 -0.19158
H 0.06088 2.04761 3.03953
H -1.72759 2.07359 4.75307
H -4.01021 0.94555 4.23376
H -5.39624 0.02776 2.75978
H -4.74811 -1.23350 1.66719
H -5.14150 0.45781 1.11642
H -1.04377 0.57979 -3.72622
H 0.53706 1.55357 -5.43142
H 2.00807 3.39412 -4.98922
H 2.31498 4.13336 -2.64830
H 1.49401 3.94580 -0.07219
H 0.06284 3.13355 0.21239
H 0.12987 4.62188 -0.91940
F 5.11688 -4.06900 0.64012
Sb 6.33345 -4.15853 2.14473
F 5.55978 -5.91766 2.60982
F 7.36026 -4.12146 3.80971
F 7.70789 -4.92257 1.13216
F 6.92298 -2.33972 1.74256
F 4.83588 -3.38943 3.21371
N 2.78252 -4.44639 1.83553
C 2.11018 -3.81677 0.58980
C 0.99520 -2.98285 1.17430
N 0.14856 -2.10604 0.23998
H 2.04613 -4.61688 2.56091
H 3.55378 -3.89783 2.27831
H 3.24101 -5.37624 1.66268
H 1.65767 -4.56831 -0.08244
H 2.79893 -3.12110 0.09136
H 1.39350 -2.26855 1.92563
H 0.24557 -3.60789 1.65384
H -0.82420 -2.38404 0.29937
H 0.35913 -2.48491 -0.70482
```

Results
Total charge: +2
Orbital gap (alpha / beta), Ha: 0.233 / 0.169
2S+1: 5
Strongest force on any atom, eV/Å: 3.0
E_LUMO (alpha / beta), eV: -7.346 / -9.067
Energy, eV: -69585.4490
E_HOMO (alpha / beta), eV: -13.676 / -13.660

Partial charges, Mulliken, in e: Ru -0.250; C -1.377; C 0.602; N 0.592; O -0.535; C -0.240; C -1.334; N 1.057; O -0.499; H 0.459; H 0.518; H 0.164; H 0.479; H 0.415; H 0.376; H 0.237; C -1.153; C 1.011; C -0.799; C -0.723; C -0.961; C -1.013; C 0.083; N 0.170; C -0.334; N 0.081; C 0.029; C 1.090; C -1.138; C -0.835; C -0.815; C 0.993; C -1.672; N 0.629; C -0.694; C 0.028; C -0.896; C -0.706; C -0.723; C 1.180; C -1.542; H 0.238; H 0.298; H 0.416; H 0.353; H 0.387; H 0.432; H 1.301; H 0.258; H 0.637; H 0.932; H 0.393; H 0.379; H 0.406; H 0.304; H 0.248; H 0.489; H 0.424; H 0.452; H 0.429; H 0.450; H 0.177; H 0.325; F -0.636; Sb 2.412; F -0.556; F -0.515; F -0.499; F -0.583; F -0.754; N -0.042; C -0.434; C -0.738; N -0.427; H 0.441; H 0.067; H 0.474; H 0.373; H 0.319; H 0.260; H 0.512; H 0.340; H 0.304